<w>
CH3BrCl2OSi | ωB97M-V/def2-TZVPD

Each line ends with the Löwdin charge.
Cartesian coordinates (Å):
C  1.45684  -0.28109  0.05047  -0.097
O  0.13425  -0.76200  -0.00480  -0.348
Si  -1.28551  -0.16514  -0.36901  -0.305
Cl  -1.33970  2.57111  1.62339  -0.480
Cl  -1.69290  0.69294  -2.08760  0.445
Br  -2.65552  -1.53838  0.56122  0.502
H  1.47413  0.80693  0.08762  0.089
H  2.00284  -0.64291  -0.82171  0.095
H  1.90556  -0.68146  0.96042  0.099

Results
Charge: 0
LUMO energy (alpha / beta) (eV): -1.791 / -1.791
HOMO level (alpha / beta) (Ha): -0.32802 / -0.32803

=====

<x>
CH3BrCl2OSi | ωB97M-V/def2-TZVPD

Each line ends with the Löwdin charge.
Cartesian coordinates (Å):
C  -1.35209  -0.87274  0.04337  -0.096
O  0.05608  -0.98440  -0.23785  -0.374
Si  1.34777  -0.12689  -0.46475  -0.134
Cl  0.91128  4.52290  0.31405  -0.415
Cl  1.49793  1.87137  -0.28534  0.286
Br  2.89960  -1.53714  0.20052  0.417
H  -1.51167  -1.64270  0.90482  0.122
H  -2.03484  -1.30162  -0.78435  0.113
H  -1.81406  0.07122  0.30953  0.082

Results
Charge: 0
LUMO energy (alpha / beta) (eV): -2.163 / -3.085
HOMO level (alpha / beta) (Ha): -0.33618 / -0.28298

=====

Short version: <w> is the most stable of them.

=====

<w>
C5H15N3 | ωB97M-V/def2-TZVPD

Each line ends with the Löwdin charge.
Cartesian coordinates (Å):
C  -1.37418  0.14424  0.35393  -0.697
C  1.48720  0.10542  -0.02169  -0.236
C  -1.03645  -0.32646  -0.99682  -0.134
C  1.78924  0.51454  -1.43588  -0.117
C  1.66577  -1.34259  0.32895  -0.107
N  -2.51921  1.05432  0.55477  0.035
N  -1.60180  -0.95210  1.24798  0.079
N  -0.06003  0.99331  0.79522  0.116
H  2.09410  0.70803  0.65592  0.101
H  -2.52769  1.92175  0.02683  0.060
H  -3.34878  0.56130  0.23815  0.074
H  -1.67727  -0.66083  2.21493  0.073
H  -0.92127  -1.68778  1.13472  0.057
H  -0.05748  1.86598  0.27134  0.100
H  -0.17035  1.15896  1.79810  0.107
H  -1.51858  -1.25237  -1.30225  0.011
H  -1.07850  0.45057  -1.76097  0.011
H  1.37108  1.49204  -1.68591  0.075
H  1.27718  -1.56976  1.32337  0.070
H  2.88240  0.59137  -1.56194  0.084
H  1.40248  -0.21079  -2.14814  0.073
H  1.17728  -1.99374  -0.39219  0.075
H  2.74485  -1.56541  0.36157  0.088

Results
Charge: 0
LUMO energy (eV): 0.739
HOMO level (Ha): -0.20179

=====

<x>
C5H15N3 | ωB97M-V/def2-TZVPD

Each line ends with the Löwdin charge.
Cartesian coordinates (Å):
C  1.06013  0.54887  -0.07781  -0.220
N  0.24122  1.69679  0.35945  -0.060
C  0.10303  2.69696  -0.71803  -0.330
N  -1.05809  2.46314  -1.54264  0.005
C  0.65696  -0.75952  0.61830  -0.404
C  -0.71474  -1.19236  0.07822  -0.235
C  -1.33570  -2.32768  0.92126  -0.110
N  1.65587  -1.77133  0.23966  0.042
H  0.95708  0.45830  -1.15577  0.108
H  2.12992  0.65827  0.11413  0.109
H  0.77321  2.15937  1.09241  0.097
H  0.01141  3.66790  -0.23297  0.105
H  0.94098  2.69017  -1.41456  0.108
H  -1.86791  2.16674  -1.02002  0.061
H  -0.91571  1.84693  -2.32719  0.055
H  0.56694  -0.59412  1.69049  0.135
H  -0.63931  -1.51081  -0.96428  0.109
H  -1.44401  -0.37832  0.10211  0.096
H  -1.35902  -2.00277  1.95931  0.069
H  -2.34806  -2.58007  0.59271  0.067
H  -0.79277  -3.27511  0.85389  0.062
H  2.15619  -2.10388  1.05261  0.070
H  1.22238  -2.55746  -0.22128  0.060

Results
Charge: 0
LUMO energy (eV): 1.142
HOMO level (Ha): -0.33159
SMILES: CC[C@@H](N)CNCN

=====

Short version: <x> is the most stable of them.

=====

<w>
C5H15N3 | ωB97M-V/def2-TZVPD

Each line ends with the Löwdin charge.
Cartesian coordinates (Å):
C  -0.08940  -0.11977  1.37587  -0.247
N  -1.60827  -0.13534  1.31770  -0.092
C  -2.00882  0.88331  2.40644  -0.138
C  0.45816  -0.96839  0.17879  -0.342
C  0.19883  -0.70144  -1.32211  -0.207
C  0.54738  0.76932  -1.66768  -0.267
N  0.65220  0.99236  -3.14529  -0.018
N  2.09236  -1.03493  0.23049  -0.009
H  0.35126  0.94627  1.37805  0.125
H  0.29769  -0.75396  2.35857  0.162
H  -1.79705  0.30045  0.39205  0.088
H  -1.44199  1.65257  2.79439  0.030
H  -3.07234  1.22618  2.14201  0.093
H  -2.33062  0.35098  3.31538  0.064
H  0.11784  -2.14234  0.27303  0.160
H  -0.85869  -0.97233  -1.53599  0.109
H  0.85253  -1.29044  -1.98553  0.103
H  1.59341  0.97712  -1.35043  0.116
H  -0.07643  1.37781  -1.23096  0.039
H  1.48386  0.47915  -3.62485  0.113
H  -0.16986  0.77347  -3.57872  0.001
H  2.39452  -2.09037  0.24983  0.099
H  2.41341  -0.51968  1.02897  0.018

Results
Charge: 0
LUMO energy (eV): 1.002
HOMO level (Ha): -0.32060
SMILES: CNC[C@H](N)CCN

=====

<x>
C5H15N3 | ωB97M-V/def2-TZVPD

Each line ends with the Löwdin charge.
Cartesian coordinates (Å):
C  -1.87493  -0.78091  -0.97108  -0.144
C  -1.57443  -1.37974  1.36107  -0.142
N  -1.08081  -0.62515  0.22779  -0.280
C  0.66064  -0.88090  -0.07809  -0.311
N  1.10205  -1.44441  -1.14382  0.021
H  0.80312  -0.98342  -1.99905  0.012
H  0.98860  -1.27223  0.88746  0.105
H  -2.95235  -0.78619  -0.76783  0.078
H  -1.62234  -1.70740  -1.50756  0.077
H  -1.04841  -1.07403  2.27049  0.070
H  -2.64558  -1.22010  1.53947  0.077
H  -1.42621  -2.46157  1.22446  0.082
H  -1.68534  0.06035  -1.64380  0.065
C  1.65558  1.36379  1.21288  -0.075
C  1.09360  1.62864  -1.14389  -0.078
N  0.81657  0.91291  0.10189  -0.215
H  -0.28433  0.78805  0.32629  0.146
H  0.97680  2.70283  -0.99216  0.086
H  2.70979  1.16698  1.00022  0.093
H  1.52181  2.43445  1.38084  0.083
H  1.37388  0.83475  2.12344  0.083
H  0.38846  1.31727  -1.91373  0.075
H  2.10385  1.40603  -1.49532  0.092

Results
Charge: 0
LUMO energy (eV): 0.809
HOMO level (Ha): -0.27790

=====

Short version: <w> is the most stable of them.

=====

<w>
C5H15N3 | ωB97M-V/def2-TZVPD

Each line ends with the Löwdin charge.
Cartesian coordinates (Å):
C  -1.18510  1.16307  2.01911  -0.319
C  -1.37565  0.46871  0.68422  -0.281
C  -1.51074  -1.03668  0.81741  -0.127
N  -1.02866  2.60678  1.81392  -0.018
H  -0.28579  0.78367  2.50628  0.111
H  -2.03750  0.90772  2.66370  0.108
H  -0.53746  0.71230  0.02887  0.084
H  -2.27152  0.88459  0.21154  0.107
H  -2.42688  -1.32500  1.33123  0.070
H  -0.67748  -1.43576  1.40495  0.071
H  -1.48745  -1.52993  -0.15222  0.062
H  -1.01232  3.08765  2.70628  0.059
H  -1.84889  2.95478  1.32373  0.060
C  2.01078  -0.32045  -2.08974  -0.210
C  1.55886  -1.32289  -1.35849  -0.232
N  1.62841  -2.66967  -1.81432  0.000
N  1.96456  1.03340  -1.64631  0.008
H  2.41923  -0.50851  -3.07841  0.104
H  1.18700  -1.14187  -0.35379  0.090
H  0.78040  -3.18696  -1.63993  0.057
H  2.42264  -3.18237  -1.46351  0.065
H  1.05814  1.46199  -1.78413  0.066
H  2.65542  1.59545  -2.13040  0.065

Results
Charge: 0
LUMO energy (eV): 1.131
HOMO level (Ha): -0.30983
SMILES: N/C=C/N.CCCN

=====

<x>
C5H15N3 | ωB97M-V/def2-TZVPD

Each line ends with the Löwdin charge.
Cartesian coordinates (Å):
C  0.04405  -0.39099  -0.73114  -0.301
C  0.78708  0.13405  1.28132  -0.311
C  -0.85942  0.57774  -0.27685  -0.099
C  2.07021  0.86536  0.98355  -0.138
C  0.95594  -1.24612  1.86880  -0.140
N  -2.07760  0.50200  -1.82852  -0.162
N  -3.40014  0.15627  -1.44702  -0.128
N  0.92102  -0.15654  -1.74255  0.106
H  -1.79541  -0.21664  -2.49661  0.029
H  -0.22685  -1.43563  -0.60807  0.135
H  0.14409  0.73851  1.92409  0.100
H  -3.43858  -0.62637  -0.78313  0.043
H  -3.80950  0.96054  -0.98366  0.046
H  1.53782  -0.89209  -2.04304  0.102
H  1.11671  0.79590  -2.00710  0.110
H  -1.60110  0.26973  0.45379  0.091
H  -0.61421  1.62716  -0.37438  0.098
H  2.70576  0.28928  0.30459  0.064
H  2.66099  1.05010  1.89086  0.076
H  1.87869  1.83773  0.52140  0.068
H  -0.00813  -1.75593  1.96720  0.069
H  1.61454  -1.86446  1.25172  0.071
H  1.39403  -1.21959  2.87476  0.071

Results
Charge: 0
LUMO energy (eV): 0.813
HOMO level (Ha): -0.22893

=====

Short version: <w> is the most stable of them.

=====

<w>
C5H15N3 | ωB97M-V/def2-TZVPD

Each line ends with the Löwdin charge.
Cartesian coordinates (Å):
C  -0.38838  -0.40704  1.23299  -0.699
C  0.41647  -0.04578  -1.22580  -0.299
C  0.70008  -0.62414  0.15841  -0.161
C  -0.54151  2.43773  -1.19143  0.132
C  1.46394  -0.49863  -2.24660  -0.110
N  0.08086  -1.04765  2.45529  0.063
N  -1.67636  -1.00822  0.93397  0.080
N  -0.65312  1.02261  1.35045  0.071
H  -0.56187  -0.39636  -1.56883  0.100
H  -0.61526  -1.13222  3.18833  0.072
H  0.89676  -0.59225  2.84812  0.072
H  -1.64998  -2.01969  0.97186  0.080
H  -2.06286  -0.67268  0.06079  0.069
H  0.17810  1.57862  1.51147  0.084
H  -1.39040  1.22231  2.01671  0.084
H  1.64825  -0.20746  0.52110  0.117
H  0.85961  -1.70513  0.09514  0.115
H  1.49891  -1.58853  -2.33160  0.073
H  0.54666  1.12086  -1.24637  0.024
H  -1.21560  2.74782  -0.37692  -0.071
H  -1.23333  2.04215  -1.96197  -0.045
H  1.24349  -0.08817  -3.23431  0.071
H  2.45554  -0.13816  -1.96084  0.075

Results
Charge: 0
LUMO energy (eV): -0.100
HOMO level (Ha): -0.31015

=====

<x>
C5H15N3 | ωB97M-V/def2-TZVPD

Each line ends with the Löwdin charge.
Cartesian coordinates (Å):
C  -0.64079  -0.95681  0.36197  -0.150
C  0.30477  1.87876  0.57834  -0.118
C  -0.62904  -0.81800  1.84814  -0.094
C  -1.97683  -0.81340  -0.30917  -0.104
N  0.13907  0.85602  -0.45214  -0.055
H  -0.39564  1.26799  -1.21983  0.107
H  -0.06185  -1.79518  0.00985  0.091
H  -0.66801  2.21858  0.94023  0.079
H  0.86387  1.44788  1.40836  0.076
H  0.84751  2.75402  0.20594  0.085
H  -1.88234  -0.80303  -1.39439  0.071
H  -1.02207  0.14196  2.18557  0.073
H  0.36587  -0.96736  2.26000  0.077
H  -1.28717  -1.59229  2.26729  0.095
H  -2.59082  -1.68582  -0.04650  0.090
H  -2.50579  0.08720  0.00617  0.077
N  1.30839  -0.31953  -2.27420  0.037
C  1.56177  0.22956  -0.96952  -0.598
N  1.98084  -0.75350  -0.09617  -0.052
H  1.12908  -1.31267  -2.21354  0.060
H  0.55655  0.14156  -2.77235  0.051
H  2.39569  -0.32962  0.73084  -0.016
H  2.20695  1.12368  -1.05490  0.118

Results
Charge: 0
LUMO energy (eV): 0.462
HOMO level (Ha): -0.24813

=====

Short version: <x> is the most stable of them.